No. 1
Computed, not measured: C48H60IN3OsP2S as an isolated structure, with ωB97M-V/def2-TZVPD.

Computed properties:
Spin multiplicity   5
Total charge   +2
HOMO energy (alpha / beta)   -12.74 / -13.07 eV
LUMO (alpha / beta)   -5.03 / -7.70 eV

Cartesian coordinates (Å):
Os1 -0.078 -0.129 -0.105
C1 0.152 -1.783 4.740
C2 0.127 -1.773 3.210
C3 1.332 -2.526 2.631
P1 0.032 -0.141 2.314
C4 -1.151 1.008 3.212
C5 -0.546 1.886 4.308
C6 -2.379 0.260 3.769
C7 1.702 0.575 2.545
C8 2.303 0.658 3.783
C9 3.547 1.275 3.970
C10 4.196 1.272 5.314
C11 4.143 1.891 2.861
C12 3.567 1.839 1.618
C13 2.354 1.134 1.405
N1 1.709 1.068 0.218
C14 2.093 1.788 -0.915
C15 3.392 1.790 -1.424
C16 3.698 2.532 -2.547
C17 2.727 3.278 -3.206
C18 3.061 4.089 -4.420
C19 1.422 3.264 -2.704
C20 1.087 2.537 -1.575
P2 -0.513 2.553 -0.672
C21 -0.328 4.115 0.347
C22 0.787 3.976 1.378
C23 -0.101 5.366 -0.498
C24 -1.994 2.857 -1.763
C25 -3.106 3.449 -0.891
C26 -1.826 3.625 -3.073
H1 -0.128 -2.781 5.079
H2 -0.550 -1.081 5.184
H3 1.149 -1.590 5.130
H4 -0.787 -2.285 2.897
H5 2.263 -2.122 3.029
H6 1.371 -2.444 1.541
H7 1.280 -3.584 2.888
H8 -1.478 1.665 2.398
H9 -0.289 1.304 5.194
H10 -1.292 2.625 4.606
H11 0.340 2.426 3.983
H12 -2.291 0.140 4.848
H13 -2.516 -0.737 3.350
H14 -3.287 0.832 3.585
H15 1.799 0.259 4.650
H16 3.453 1.298 6.111
H17 4.884 2.107 5.434
H18 4.774 0.352 5.441
H19 5.073 2.430 2.990
H20 4.039 2.358 0.799
H21 4.149 1.174 -0.956
H22 4.717 2.529 -2.913
H23 4.137 4.196 -4.539
H24 2.614 5.081 -4.362
H25 2.663 3.607 -5.317
H26 0.676 3.857 -3.212
H27 -1.281 4.197 0.878
H28 1.768 3.997 0.898
H29 0.692 3.052 1.944
H30 0.739 4.809 2.079
H31 0.793 5.266 -1.114
H32 0.051 6.213 0.173
H33 -0.949 5.604 -1.137
H34 -2.315 1.849 -2.025
H35 -2.932 4.502 -0.670
H36 -3.217 2.898 0.047
H37 -4.055 3.377 -1.424
H38 -1.427 4.628 -2.928
H39 -2.812 3.730 -3.528
H40 -1.197 3.084 -3.778
C27 5.320 0.280 -5.192
C28 4.503 -0.811 -4.476
C29 4.605 -2.137 -5.249
C30 5.088 -1.033 -3.080
C31 3.031 -0.409 -4.432
C32 2.406 -0.055 -5.645
C33 1.048 0.157 -5.729
C34 0.296 0.037 -4.569
S1 -1.432 -0.010 -4.419
C35 -1.259 -0.317 -2.738
N2 -0.018 -0.321 -2.292
C36 0.898 -0.204 -3.331
C37 2.271 -0.453 -3.277
C38 -2.376 -0.507 -1.837
C39 -3.674 -0.725 -2.297
C40 -4.716 -0.810 -1.391
C41 -4.458 -0.670 -0.033
C42 -3.159 -0.477 0.420
C43 -2.081 -0.436 -0.458
H41 6.385 0.128 -5.015
H42 5.048 1.272 -4.827
H43 5.163 0.263 -6.270
H44 5.650 -2.444 -5.323
H45 4.203 -2.050 -6.258
H46 4.051 -2.920 -4.727
H47 6.127 -1.349 -3.169
H48 4.551 -1.818 -2.544
H49 5.062 -0.116 -2.488
H50 2.992 0.004 -6.551
H51 0.573 0.366 -6.679
H52 2.702 -0.748 -2.330
H53 -3.857 -0.811 -3.362
H54 -5.729 -0.972 -1.734
H55 -5.268 -0.708 0.684
H56 -2.999 -0.367 1.482
I1 0.350 -3.720 -3.613
C44 -0.080 -4.167 -1.602
C45 0.001 -5.504 -1.233
C46 -0.362 -5.851 0.056
C47 -0.833 -4.860 0.903
C48 -0.877 -3.563 0.429
N3 -0.467 -3.195 -0.789
H57 0.323 -6.248 -1.947
H58 -0.303 -6.882 0.379
H59 -1.164 -5.090 1.907
H60 -1.283 -2.758 1.031

Force components x, y, z for each atom (eV/Å):
Os -0.1 0.4 0.0
C -0.1 0.1 0.0
C 0.1 0.0 -0.4
C -0.1 0.0 -0.1
P 0.2 0.1 0.5
C 0.1 -0.1 -0.2
C 0.0 0.0 -0.1
C 0.0 -0.1 0.0
C -0.1 -0.1 0.0
C 0.0 0.0 -0.1
C -0.1 0.0 0.0
C 0.0 0.0 0.0
C 0.1 0.0 0.0
C 0.1 0.0 -0.1
C 0.0 0.0 0.0
N 0.0 -0.2 0.2
C 0.3 0.5 -0.5
C -0.1 0.0 0.2
C 0.0 0.1 0.0
C 0.0 0.0 0.1
C -0.1 0.0 -0.1
C 0.1 0.0 -0.1
C -0.1 -0.2 0.3
P 0.0 0.3 -0.4
C 0.0 -0.3 0.1
C -0.1 0.0 0.0
C -0.1 0.0 0.0
C 0.2 -0.1 0.0
C 0.0 -0.1 0.0
C 0.0 0.0 0.1
H 0.0 0.0 0.0
H 0.0 0.0 0.0
H 0.0 0.0 0.0
H 0.0 0.1 0.0
H 0.0 0.0 0.0
H 0.0 -0.1 0.0
H 0.0 0.0 0.0
H 0.0 0.0 0.0
H 0.0 0.0 0.0
H 0.0 0.0 0.0
H 0.0 0.0 0.0
H 0.0 0.0 0.0
H -0.1 0.0 0.0
H 0.0 0.0 0.0
H 0.0 0.0 0.0
H 0.0 0.0 0.0
H 0.0 0.0 0.0
H 0.0 0.0 0.0
H 0.0 0.0 0.0
H 0.0 0.0 0.0
H 0.0 0.0 0.0
H 0.0 0.0 0.0
H 0.0 0.0 0.0
H 0.0 0.0 0.0
H 0.0 0.0 0.0
H 0.0 0.0 0.0
H 0.0 0.0 0.0
H 0.0 0.0 0.0
H 0.0 0.0 0.1
H 0.0 0.0 0.0
H 0.0 0.0 0.0
H 0.0 0.0 0.0
H 0.0 0.0 0.0
H 0.0 0.0 0.0
H 0.0 0.0 0.0
H 0.0 0.0 0.0
H 0.0 0.0 0.0
H 0.0 0.0 0.0
H 0.0 0.0 0.0
H 0.0 0.0 0.0
C -0.1 -0.1 0.0
C 0.0 0.0 0.0
C 0.0 0.1 0.1
C -0.1 0.0 -0.1
C 0.0 0.0 -0.1
C -0.1 0.0 0.1
C 0.0 0.0 -0.1
C -0.1 0.0 0.2
S 0.1 0.0 0.2
C 0.0 -0.1 -0.4
N -0.5 0.0 0.8
C 0.2 0.0 -0.5
C -0.1 0.0 0.2
C -0.4 -0.2 0.2
C 0.3 0.1 -0.1
C -0.1 0.0 0.1
C 0.1 0.0 0.0
C 0.0 -0.1 0.1
C 0.2 0.2 -0.2
H 0.0 0.0 0.0
H 0.1 0.0 0.0
H 0.0 0.0 0.0
H 0.0 0.0 0.0
H 0.0 0.0 0.0
H 0.0 0.0 0.0
H 0.0 0.0 0.0
H 0.0 0.0 0.0
H 0.0 0.0 0.0
H 0.0 0.0 0.0
H 0.0 0.0 0.0
H 0.0 0.0 0.0
H -0.1 0.0 0.0
H 0.0 0.0 0.0
H 0.0 0.0 0.0
H 0.0 0.0 -0.1
I 0.0 0.1 0.2
C 0.0 0.0 0.0
C 0.0 0.0 0.0
C 0.0 0.0 0.0
C 0.0 0.0 0.0
C 0.0 0.0 -0.1
N -0.1 -0.2 -0.2
H 0.0 0.0 0.0
H 0.0 0.0 0.0
H 0.0 0.0 0.0
H 0.0 0.0 0.0

Results of the Mulliken charge analysis, in e, for atoms 1 through 99: atom 1 (Os): 2.237, atom 2 (C): -1.591, atom 3 (C): 1.074, atom 4 (C): -1.581, atom 5 (P): -0.261, atom 6 (C): 1.714, atom 7 (C): -1.717, atom 8 (C): -1.892, atom 9 (C): -0.091, atom 10 (C): -0.204, atom 11 (C): 0.468, atom 12 (C): -1.654, atom 13 (C): -1.516, atom 14 (C): -0.540, atom 15 (C): -0.085, atom 16 (N): 0.500, atom 17 (C): -0.263, atom 18 (C): -0.820, atom 19 (C): -1.225, atom 20 (C): 0.078, atom 21 (C): -1.784, atom 22 (C): 0.035, atom 23 (C): -0.821, atom 24 (P): 0.751, atom 25 (C): 0.277, atom 26 (C): -1.376, atom 27 (C): -1.506, atom 28 (C): 2.064, atom 29 (C): -1.691, atom 30 (C): -1.720, atom 31 (H): 0.473, atom 32 (H): 0.283, atom 33 (H): 0.363, atom 34 (H): 0.545, atom 35 (H): 0.347, atom 36 (H): 0.295, atom 37 (H): 0.518, atom 38 (H): -0.443, atom 39 (H): 0.340, atom 40 (H): 0.497, atom 41 (H): 0.386, atom 42 (H): 0.469, atom 43 (H): 0.543, atom 44 (H): 0.414, atom 45 (H): 0.271, atom 46 (H): 0.397, atom 47 (H): 0.422, atom 48 (H): 0.339, atom 49 (H): 0.434, atom 50 (H): 0.743, atom 51 (H): 1.149, atom 52 (H): 0.528, atom 53 (H): 0.437, atom 54 (H): 0.477, atom 55 (H): 0.298, atom 56 (H): 0.681, atom 57 (H): 0.881, atom 58 (H): 0.199, atom 59 (H): -0.032, atom 60 (H): 0.637, atom 61 (H): 0.256, atom 62 (H): 0.463, atom 63 (H): 0.326, atom 64 (H): -0.673, atom 65 (H): 0.348, atom 66 (H): 0.360, atom 67 (H): 0.455, atom 68 (H): 0.248, atom 69 (H): 0.495, atom 70 (H): 0.313, atom 71 (C): -1.643, atom 72 (C): 1.958, atom 73 (C): -1.745, atom 74 (C): -1.681, atom 75 (C): 0.880, atom 76 (C): -0.409, atom 77 (C): -1.499, atom 78 (C): 1.884, atom 79 (S): -0.334, atom 80 (C): 0.261, atom 81 (N): 1.038, atom 82 (C): -3.135, atom 83 (C): -0.131, atom 84 (C): -1.003, atom 85 (C): -0.245, atom 86 (C): -1.097, atom 87 (C): -0.698, atom 88 (C): -0.339, atom 89 (C): 1.249, atom 90 (H): 0.437, atom 91 (H): 0.248, atom 92 (H): 0.397, atom 93 (H): 0.466, atom 94 (H): 0.368, atom 95 (H): 0.350, atom 96 (H): 0.539, atom 97 (H): 0.313, atom 98 (H): 0.183, atom 99 (H): 0.520


No. 2
Computed, not measured: a 2-piece molecular cluster, C2H3FIN overall at a distorted geometry, with ωB97M-V/def2-TZVPD.

Computed properties:
SMILES string   N=C=CI.F
HOMO energy   -8.80 eV
LUMO   -0.41 eV

Cartesian coordinates (Å):
N1 0.362 -0.515 1.386
C1 0.714 -0.707 0.217
C2 1.132 -0.356 -0.972
I1 -0.530 -0.355 -2.437
H1 0.122 -1.170 2.125
H2 2.083 -0.406 -1.476
F1 -2.103 1.936 0.172
H3 -1.781 1.574 0.985

Force components x, y, z for each atom (eV/Å):
N 0.1 0.0 -1.0
C 0.2 1.3 2.0
C -1.7 -0.9 -1.6
I 1.0 0.1 0.9
H 0.2 -0.4 -0.7
H 0.1 0.0 0.5
F 0.4 -0.4 1.1
H -0.3 0.4 -1.1

For reference, the Mulliken charges in units of e are: atom 1 (N): -0.440, atom 2 (C): 0.377, atom 3 (C): -0.665, atom 4 (I): 0.044, atom 5 (H): 0.271, atom 6 (H): 0.417, atom 7 (F): -0.397, atom 8 (H): 0.392


No. 3
Computed, not measured: the molecule C4H8N2S2 at a distorted geometry, with ωB97M-V/def2-TZVPD.

Computed properties:
SMILES string   [H]/N=C(/CC)N(S)C=S
HOMO energy   -8.76 eV
LUMO   0.09 eV

Cartesian coordinates (Å):
H1 0.464 -1.884 1.829
N1 1.207 -1.452 0.994
C1 1.083 -0.339 0.432
C2 2.165 0.312 -0.489
C3 3.526 -0.370 -0.563
N2 -0.316 0.081 0.106
S1 -0.482 1.873 0.258
C4 -1.247 -0.948 -0.092
S2 -2.848 -0.658 -0.418
H2 2.368 1.359 -0.020
H3 1.891 0.473 -1.498
H4 4.237 0.155 -1.450
H5 4.079 -0.311 0.492
H6 3.323 -1.408 -0.902
H7 -1.877 1.780 0.686
H8 -0.606 -1.934 -0.001

Force components x, y, z for each atom (eV/Å):
H 2.2 2.1 -3.7
N 0.1 -1.7 4.3
C -2.1 -1.1 -2.6
C 1.0 2.0 2.8
C 2.1 0.4 0.0
N 1.1 0.5 0.9
S -2.8 -2.0 0.2
C 1.2 1.1 0.0
S 1.3 -0.6 0.4
H -0.6 -1.5 -0.9
H -1.3 0.1 -0.8
H -2.0 -1.3 2.6
H -1.1 -0.5 -2.5
H 0.7 0.4 0.5
H 2.1 0.1 -0.7
H -2.0 1.7 -0.5

For reference, the Mulliken charges in units of e are: atom 1 (H): 0.346, atom 2 (N): -0.718, atom 3 (C): 0.541, atom 4 (C): -0.507, atom 5 (C): -1.039, atom 6 (N): -0.048, atom 7 (S): -0.115, atom 8 (C): -0.198, atom 9 (S): -0.335, atom 10 (H): 0.324, atom 11 (H): 0.410, atom 12 (H): 0.280, atom 13 (H): 0.264, atom 14 (H): 0.291, atom 15 (H): 0.161, atom 16 (H): 0.343


No. 4
Computed, not measured: a 2-piece molecular cluster, C7H16 overall, with ωB97M-V/def2-TZVPD.

Computed properties:
SMILES string   C=C(C)[C@H](C)CC.[H][H]
HOMO energy   -9.30 eV
LUMO   1.15 eV

Cartesian coordinates (Å):
C1 1.283 -0.594 1.173
C2 0.567 0.401 0.648
C3 1.097 1.812 0.625
C4 -0.840 0.225 0.093
C5 -1.867 0.565 1.182
C6 -1.137 -1.154 -0.509
C7 -0.317 -1.489 -1.753
H1 2.271 -0.413 1.592
H2 0.923 -1.619 1.209
H3 2.134 1.862 0.970
H4 1.058 2.226 -0.390
H5 0.496 2.474 1.263
H6 -0.959 0.963 -0.717
H7 -2.887 0.525 0.782
H8 -1.794 -0.154 2.007
H9 -1.707 1.567 1.595
H10 -2.205 -1.179 -0.766
H11 -0.998 -1.931 0.256
H12 -0.452 -0.724 -2.527
H13 -0.625 -2.450 -2.179
H14 0.752 -1.547 -1.526
H15 2.816 0.421 -1.854
H16 2.503 0.118 -1.251

Force components x, y, z for each atom (eV/Å):
C -0.1 0.1 -0.1
C 0.1 -0.1 0.1
C 0.0 0.1 0.0
C 0.0 0.0 -0.1
C -0.1 0.0 0.1
C 0.0 0.0 0.1
C 0.1 0.0 0.0
H -0.1 0.0 -0.1
H 0.0 0.1 0.0
H -0.2 0.0 0.0
H 0.0 -0.1 0.1
H 0.1 -0.1 -0.1
H 0.0 -0.1 0.1
H 0.1 0.0 0.0
H 0.0 0.1 -0.1
H 0.0 -0.2 -0.1
H 0.1 0.0 0.0
H 0.0 0.1 -0.1
H 0.0 -0.1 0.1
H 0.0 0.1 0.1
H -0.2 0.0 0.0
H 0.0 0.0 0.0
H 0.0 0.0 -0.1

For reference, the Mulliken charges in units of e are: atom 1 (C): -0.908, atom 2 (C): 0.442, atom 3 (C): -1.457, atom 4 (C): 0.783, atom 5 (C): -1.506, atom 6 (C): -0.864, atom 7 (C): -1.104, atom 8 (H): 0.295, atom 9 (H): 0.242, atom 10 (H): 0.373, atom 11 (H): 0.371, atom 12 (H): 0.317, atom 13 (H): 0.350, atom 14 (H): 0.409, atom 15 (H): 0.321, atom 16 (H): 0.350, atom 17 (H): 0.399, atom 18 (H): 0.312, atom 19 (H): 0.288, atom 20 (H): 0.385, atom 21 (H): 0.206, atom 22 (H): 0.305, atom 23 (H): -0.309